The following is a quantum chemistry calculation of a cluster of 5 separate species, C28H29Cl2NO3 in total in a non-equilibrium geometry, from the OMol25 dataset.

Each line ends with the Löwdin charge.
Positions of all 63 atoms, in Å:
C 2.24 1.65 -3.66  -0.10
C 1.74 0.41 -2.68  -0.50
Cl -0.04 -0.18 -2.83  0.59
C 2.69 -0.23 -1.72  -0.55
Cl 2.02 -1.65 -0.68  0.53
O 4.10 0.12 -1.53  -0.04
C 4.27 1.45 -0.93  -0.22
O 4.69 2.50 -1.69  0.01
O 4.07 1.77 0.52  -0.09
N 3.89 0.62 1.19  -0.02
H 1.33 1.86 -4.41  0.09
H 3.20 1.35 -4.27  0.10
H 2.47 2.64 -3.06  0.09
H 3.39 0.79 2.11  0.13
H 4.84 0.19 1.42  0.12
C 6.80 1.29 5.10  -0.09
C 8.15 1.65 5.12  -0.09
C 8.78 2.07 3.95  -0.09
C 8.06 2.15 2.76  -0.09
C 6.71 1.80 2.74  -0.10
C 6.08 1.36 3.91  -0.10
H 6.31 0.96 6.01  0.10
H 8.71 1.59 6.05  0.10
H 9.83 2.34 3.97  0.10
H 8.55 2.48 1.85  0.10
H 6.14 1.86 1.81  0.08
H 5.03 1.08 3.89  0.09
C -3.19 -1.81 -2.85  -0.11
C -4.14 -2.21 -1.92  -0.09
C -5.40 -2.65 -2.34  -0.09
C -5.69 -2.71 -3.70  -0.09
C -4.73 -2.32 -4.64  -0.09
C -3.48 -1.87 -4.21  -0.09
H -2.21 -1.46 -2.52  0.03
H -3.91 -2.17 -0.85  0.09
H -6.14 -2.96 -1.61  0.10
H -6.66 -3.06 -4.04  0.10
H -4.96 -2.36 -5.70  0.10
H -2.74 -1.55 -4.94  0.10
C -3.69 4.73 -1.48  -0.10
C -4.36 3.57 -1.84  -0.10
C -3.65 2.41 -2.15  -0.09
C -2.25 2.42 -2.09  -0.10
C -1.58 3.58 -1.73  -0.09
C -2.29 4.74 -1.43  -0.10
H -4.24 5.64 -1.24  0.10
H -5.45 3.56 -1.88  0.10
H -4.18 1.51 -2.44  0.10
H -1.70 1.52 -2.33  0.01
H -0.49 3.59 -1.69  0.10
H -1.76 5.65 -1.15  0.10
C -4.39 -4.57 4.15  -0.10
C -3.04 -4.22 4.18  -0.10
C -2.41 -3.79 3.00  -0.10
C -3.14 -3.71 1.81  -0.10
C -4.49 -4.07 1.79  -0.10
C -5.11 -4.50 2.96  -0.10
H -4.88 -4.90 5.07  0.10
H -2.48 -4.27 5.10  0.10
H -1.36 -3.52 3.02  0.10
H -2.65 -3.38 0.90  0.09
H -5.05 -4.00 0.87  0.09
H -6.16 -4.78 2.95  0.10

## Properties
- Structure (SMILES): C/C(Cl)=C(/Cl)OC(=O)ON.c1ccccc1.c1ccccc1.c1ccccc1.c1ccccc1
- Largest force on an atom: 0.184 hartree/bohr
- Energy: -62177.05190 eV
- Kohn-Sham gap: 9.1 eV
- LUMO level: -0.1 eV
- Multiplicity: 1
- Total charge: 0

***

The following is a quantum chemistry calculation of an isolated molecule of HO3PS2 in a non-equilibrium geometry, from the OMol25 dataset.

Each line ends with the Löwdin charge.
Positions of all 7 atoms, in Å:
O -0.95 -0.24 -1.36  -0.58
O -0.81 1.01 0.62  -0.60
O 1.38 0.34 -0.13  -0.17
P -0.06 -0.35 0.11  0.09
S 0.07 -1.97 1.19  0.30
S -1.71 1.19 -0.80  0.92
H 2.09 0.01 0.37  0.05

## Properties
- Energy relative to the best compared isomer or geometry (same formula, charge and spin): 0.794 eV
- Largest force on an atom: 0.053 hartree/bohr
- Energy: -37118.34498 eV
- Kohn-Sham gap: 8.6 eV
- LUMO level: -0.7 eV
- Multiplicity: 1
- Total charge: 0

***

The following is a quantum chemistry calculation of a structure of composition C36H30N8PtSb, from the OMol25 dataset.

Each line ends with the Löwdin charge.
Positions of all 76 atoms, in Å:
Pt 0.44 0.33 0.18  1.22
C 1.62 -2.92 2.32  -0.05
C 1.14 -2.56 3.66  0.03
C 0.86 -1.30 4.03  0.02
C 0.80 -0.25 3.03  -0.29
N 1.09 -0.54 1.79  -0.03
C 1.62 -1.77 1.33  -0.37
N 0.38 1.00 3.41  0.23
C 0.09 1.96 2.60  -0.21
N -0.01 1.92 1.19  -0.05
C -0.37 3.11 0.72  -0.23
N -0.62 3.44 -0.55  0.21
C -0.61 2.62 -1.57  -0.28
C -1.09 3.18 -2.83  0.03
C -1.09 2.46 -3.95  0.03
C -0.59 1.06 -3.96  -0.15
C -0.47 0.51 -2.58  -0.27
N -0.26 1.29 -1.51  -0.01
C -0.51 4.05 1.83  -0.11
C -0.85 5.39 1.85  0.04
C -0.89 6.00 3.10  -0.01
C -0.62 5.29 4.27  -0.01
C -0.28 3.94 4.24  0.04
C -0.23 3.34 3.00  -0.10
H 1.43 -3.93 1.98  0.15
H 1.02 -3.36 4.37  0.14
H 0.56 -1.04 5.03  0.13
H 2.22 -1.55 -0.57  0.13
H -1.43 4.20 -2.79  0.14
H -1.43 2.89 -4.89  0.15
H -1.20 0.40 -4.57  0.17
H -1.94 -0.86 -0.82  0.09
H -1.06 5.93 0.94  0.13
H -1.15 7.05 3.17  0.13
H -0.66 5.81 5.22  0.13
H -0.06 3.39 5.14  0.13
C 3.84 -1.48 2.70  0.02
C 2.94 -2.30 1.80  -0.30
C 3.67 -3.15 0.83  0.02
C 3.22 -3.89 -0.19  -0.05
C 1.85 -4.01 -0.69  -0.14
C 0.91 -3.04 -0.68  -0.41
N 1.31 -1.75 -0.13  -0.05
Sb -0.89 -3.62 -1.70  1.62
C -2.35 -2.76 -0.33  -0.36
C -3.13 -3.60 0.44  -0.07
C -4.11 -3.05 1.27  0.02
C -4.29 -1.68 1.32  0.04
C -3.50 -0.85 0.54  -0.23
C -3.61 0.63 0.48  0.02
N -2.57 -1.43 -0.24  0.09
C -0.63 -1.86 -3.01  -0.37
C -0.23 -2.12 -4.35  -0.08
C 0.65 -1.45 -5.14  0.01
C 1.33 -0.22 -4.93  0.00
C 0.88 0.93 -4.37  -0.16
C 1.79 2.10 -4.19  0.01
N -0.59 -0.78 -2.28  0.03
H 4.45 -2.14 3.32  0.11
H 4.51 -0.87 2.09  0.11
H 3.30 -0.81 3.37  0.08
H 4.74 -3.21 1.03  0.14
H 3.94 -4.52 -0.70  0.12
H 1.61 -4.96 -1.15  0.09
H -3.01 -4.67 0.38  0.11
H -4.73 -3.70 1.88  0.14
H -5.05 -1.24 1.95  0.14
H -4.38 1.00 1.16  0.10
H -2.65 1.09 0.77  0.07
H -3.86 0.96 -0.53  0.11
H -0.54 -3.10 -4.71  0.10
H 0.98 -2.00 -6.02  0.14
H 2.33 -0.17 -5.37  0.14
H 1.62 2.82 -4.99  0.13
H 1.59 2.63 -3.26  0.09
H 2.83 1.79 -4.21  0.10

## Properties
- Energy relative to the best compared isomer or geometry (same formula, charge and spin): 0.000 eV
- Largest force on an atom: 0.005 hartree/bohr
- Energy: -59497.29712 eV
- Kohn-Sham gap: 6.4 eV
- LUMO level: -10.0 eV
- Multiplicity: 1
- Total charge: +3

***

The following is a quantum chemistry calculation of an isolated molecule of C4H6N2, from the OMol25 dataset.

Each line ends with the Löwdin charge.
Positions of all 12 atoms, in Å:
C -1.25 -0.75 -0.47  -0.06
N -0.24 0.60 1.12  0.07
C 0.09 -0.55 0.27  -0.37
C 1.33 -0.06 -0.45  -0.10
N 1.58 1.17 -0.18  0.08
C 0.54 1.52 0.72  -0.21
H -1.24 -1.49 -1.28  0.07
H -1.96 -1.07 0.29  0.08
H -1.63 0.20 -0.86  0.08
H 0.32 -1.47 0.82  0.14
H 2.05 -0.66 -1.00  0.11
H 0.41 2.56 1.02  0.11

## Properties
- Energy relative to the best compared isomer or geometry (same formula, charge and spin): 1.120 eV
- Structure (SMILES): C[C@H]1C=NC=N1
- Largest force on an atom: 0.009 hartree/bohr
- Energy: -7224.47132 eV
- Kohn-Sham gap: 10.7 eV
- LUMO level: 0.5 eV
- Multiplicity: 1
- Total charge: 0